1.
Density functional theory data (ωB97M-V/def2-TZVPD) for 2 unconnected molecules or ions with the total composition C5H9N3 in a non-equilibrium geometry.

E_HOMO: -9.32 eV
Energy above the lowest of the compared OMol25 structures with the same formula, charge and spin: 309.36 kJ/mol
Charge: 0
Max |F|: 2.489 eV/A
E_tot: -9798.261 eV
Structure (SMILES): [H]/N=c1\nc1C.[H]/N=C\C

Cartesian coordinates (Å):
H 2.191 -2.922 -0.394
N 2.304 -1.974 -0.744
C 1.761 -1.092 -0.058
N 1.047 -0.664 1.094
C 1.370 0.235 0.182
C 1.559 1.668 0.023
H 0.775 2.010 -0.663
H 1.421 2.197 0.968
H 2.537 1.881 -0.406
H -2.125 1.756 0.186
N -1.495 1.362 -0.514
C -1.462 0.109 -0.531
C -2.180 -0.865 0.344
H -0.686 -0.335 -1.202
H -2.772 -1.559 -0.251
H -1.439 -1.452 0.892
H -2.808 -0.356 1.077

***

2.
Density functional theory data (ωB97M-V/def2-TZVPD) for a molecular structure, C37H33AgBrN2P2.

E_HOMO: -10.30 eV
Energy above the lowest of the compared OMol25 structures with the same formula, charge and spin: 41.04 kJ/mol
Charge: +1
Max |F|: 0.597 eV/A
E_tot: -134499.732 eV

Cartesian coordinates (Å):
Ag 1.553 -0.802 0.798
C -0.724 1.895 -0.670
N -0.754 0.888 -1.739
C -1.256 -0.444 -1.406
P 0.050 -1.678 -0.990
C 0.872 -2.071 -2.563
C 1.837 -3.080 -2.533
C 2.501 -3.459 -3.688
C 2.218 -2.823 -4.892
C 1.267 -1.815 -4.931
C 0.593 -1.441 -3.773
C -0.973 -3.128 -0.615
C -1.213 -3.446 0.719
C -2.047 -4.507 1.051
C -2.637 -5.260 0.047
C -2.398 -4.953 -1.289
C -1.571 -3.890 -1.620
C -1.273 1.454 -2.953
C -0.430 2.256 -3.715
C -0.885 2.827 -4.894
C -2.184 2.590 -5.329
C -3.030 1.799 -4.566
C -2.581 1.240 -3.374
P 0.059 1.361 0.909
C 0.602 2.959 1.597
C -0.130 3.660 2.551
C 0.339 4.872 3.043
C 1.534 5.399 2.573
C 2.268 4.712 1.613
C 1.807 3.493 1.135
C -1.290 0.836 2.015
C -0.920 0.282 3.246
C -1.879 -0.162 4.142
C -3.228 -0.078 3.813
C -3.606 0.452 2.591
C -2.642 0.910 1.699
H -1.711 2.332 -0.476
H -0.098 2.723 -1.000
H -1.766 -0.867 -2.271
H -1.987 -0.465 -0.592
H 2.068 -3.584 -1.599
H 3.243 -4.246 -3.650
H 2.736 -3.117 -5.796
H 1.042 -1.317 -5.865
H -0.145 -0.653 -3.831
H -0.745 -2.864 1.506
H -2.228 -4.749 2.091
H -3.281 -6.092 0.303
H -2.855 -5.547 -2.070
H -1.377 -3.665 -2.664
H 0.592 2.407 -3.384
H -0.218 3.444 -5.483
H -2.533 3.021 -6.259
H -4.046 1.619 -4.892
H -3.258 0.642 -2.776
H -1.068 3.259 2.918
H -0.235 5.409 3.787
H 1.892 6.348 2.950
H 3.199 5.123 1.244
H 2.395 2.955 0.398
H 0.131 0.199 3.508
H -1.577 -0.579 5.095
H -3.981 -0.427 4.508
H -4.654 0.518 2.326
H -2.968 1.329 0.757
Br 2.956 -2.955 2.241
C 3.522 -1.407 3.171
C 4.299 -1.520 4.307
C 4.649 -0.337 4.937
C 4.211 0.872 4.418
C 3.439 0.865 3.272
N 3.099 -0.272 2.643
H 4.609 -2.485 4.677
H 5.259 -0.363 5.831
H 4.463 1.813 4.886
H 3.074 1.784 2.831

***

3.
Density functional theory data (ωB97M-V/def2-TZVPD) for 2 unconnected molecules or ions with the total composition C2H8N3S2 in a non-equilibrium geometry.

E_HOMO: -13.28 eV
Energy above the lowest of the compared OMol25 structures with the same formula, charge and spin: 255.23 kJ/mol
Charge: +1
Max |F|: 5.438 eV/A
E_tot: -28335.760 eV

Cartesian coordinates (Å):
C 0.174 -0.382 -1.411
C 0.656 0.089 0.979
N 0.559 -1.245 -2.382
N 0.683 -0.679 -0.196
N 0.087 1.390 0.813
S -0.732 0.999 -2.044
S -0.118 -0.978 2.317
H 2.105 -0.040 1.256
H 1.131 -1.967 -2.109
H 0.463 -1.211 -3.454
H 1.238 -1.503 -0.261
H -0.776 1.583 -0.793
H -0.524 1.626 1.653
H 0.832 2.202 0.989
H -0.844 0.109 2.840

***

4.
Density functional theory data (ωB97M-V/def2-TZVPD) for a molecular structure, C22H15N5O4PdS.

E_HOMO: -0.99 eV
Charge: -2
Max |F|: 0.702 eV/A
E_tot: -53013.813 eV

Cartesian coordinates (Å):
Pd 0.364 0.280 0.703
O -3.175 1.299 -1.256
C -2.217 0.815 -0.644
O -0.984 1.031 -0.878
C -2.508 -0.187 0.544
O -3.551 -0.854 0.554
O -1.590 -0.269 1.431
S 4.478 -2.970 1.552
C 3.543 -1.524 1.166
C 3.621 -0.951 -0.148
C 2.944 0.214 -0.376
N 2.254 0.939 0.554
C 2.055 0.289 1.804
C 2.757 -0.931 2.104
C 6.110 -2.353 1.778
C 7.157 -3.255 1.972
C 8.433 -2.766 2.182
N 8.751 -1.472 2.197
C 7.739 -0.623 2.002
C 6.423 -0.997 1.796
H 4.197 -1.429 -0.931
H 2.956 0.661 -1.367
H 1.929 0.954 2.658
H 2.680 -1.360 3.098
H 6.975 -4.322 1.961
H 9.255 -3.461 2.331
H 7.996 0.432 2.020
H 5.650 -0.255 1.642
N 3.660 -10.654 0.661
C 3.097 -9.651 0.610
C 2.394 -8.403 0.550
C 1.012 -8.387 0.368
C 0.328 -7.189 0.310
C 1.012 -5.979 0.448
C 2.397 -5.998 0.633
C 3.080 -7.194 0.677
N 0.324 -4.771 0.400
C -1.040 -4.572 0.637
C -1.252 -3.241 0.493
N -0.088 -2.615 0.128
C 0.836 -3.516 0.095
H 0.474 -9.319 0.259
H -0.739 -7.192 0.140
H 2.933 -5.070 0.763
H 4.151 -7.189 0.829
H -1.700 -5.368 0.929
H -2.161 -2.665 0.616
H 1.868 -3.349 -0.170

***

What is the formula in the third record?
C2H8N3S2